75
Properties=species:S:1:pos:R:3:forces:R:3:lowdin_spin:R:1 method="wB97M-V/def2-TZVPD" multiplicity=2 homo_lumo_gap_ev="6.207 / 6.775" s2=0.772 e_homo_ev="-17.80 / -18.02" charge=+3
Re -0.1728 -0.2459 -0.8860 -0.4 -0.2 0.9 0.75
N 1.4206 -0.1435 0.3166 0.3 0.0 -0.1 0.01
N -0.9851 1.5035 1.3422 -0.2 0.2 0.2 0.00
N 0.7484 2.3827 -0.2412 0.0 -0.1 -0.1 0.01
N 0.4493 1.5461 -1.3226 0.1 0.0 0.1 0.02
N 1.3870 0.6290 1.4487 0.1 -0.1 0.1 0.00
N -1.4395 0.8391 0.2380 -0.1 -0.1 -0.3 0.00
C 1.1306 3.5566 -0.7398 -0.1 0.0 -0.1 0.00
C -2.6833 1.3058 -0.0534 0.0 0.0 0.0 0.00
C -3.4446 -1.7990 -0.2299 0.0 -0.2 0.1 0.00
C -1.9678 2.3096 1.7980 -0.1 -0.1 -0.1 0.01
C -1.8156 3.1876 2.9838 0.1 0.1 0.1 0.00
C -1.9955 -2.3588 -2.7267 -0.1 0.0 0.0 0.00
C 2.9489 1.3897 3.2344 0.0 0.1 0.1 0.00
C 1.5220 4.7076 0.1062 0.0 0.0 0.1 0.00
C 0.8264 -3.0106 -2.6082 0.0 0.0 0.0 0.01
C 2.7070 -0.5180 0.1008 0.0 0.0 0.0 0.01
C -3.3826 1.0388 -1.3420 0.1 0.0 0.0 0.00
C -1.9548 -1.9674 -0.2212 -0.1 0.4 0.0 0.00
C -3.0640 2.1779 0.9488 -0.1 0.0 0.1 0.00
C 0.1288 -2.6556 -1.3106 -0.6 0.0 -0.6 0.03
C -1.9354 -1.5149 2.2788 -0.1 0.0 0.1 0.00
C -1.2645 -2.2594 -1.3972 0.4 -0.4 -0.6 0.00
C 0.6041 -2.9708 2.4569 0.0 0.0 0.0 0.01
C 3.1887 -1.0787 -1.1927 0.0 0.0 0.1 0.00
C 3.4642 -0.1173 1.1875 0.1 0.1 0.1 0.01
C -1.2666 -2.0397 1.0485 0.0 0.0 0.1 -0.01
C 0.6451 -3.0528 -0.0591 0.1 0.1 0.2 0.00
C 0.6418 2.2527 -2.4923 0.0 0.1 -0.1 0.01
C -0.0380 -2.6868 1.1325 0.1 0.0 0.1 0.08
C 2.6191 0.6324 2.0025 0.1 -0.1 -0.2 0.02
C 1.0821 3.5002 -2.1599 0.0 0.0 0.1 0.00
C 1.9020 -3.8405 0.0708 0.1 0.0 0.0 0.00
C 0.3898 1.6262 -3.8199 0.0 0.0 0.0 0.01
B 0.4939 1.8708 1.2927 0.3 0.2 -0.3 0.00
H 1.0801 0.7997 -4.0061 0.0 0.0 0.0 0.00
H 0.7704 2.7261 2.0623 0.0 0.0 0.0 0.00
H -3.8116 -1.0806 0.4969 0.0 0.0 0.0 0.00
H 0.7106 4.9830 0.7838 0.0 0.0 0.0 0.00
H -3.8694 -2.7712 0.0489 0.0 0.0 0.0 0.00
H 0.6313 -2.2834 -3.3976 0.0 0.0 0.0 0.00
H -4.4233 0.7612 -1.1913 0.0 0.0 0.0 0.00
H 0.9539 -4.0015 2.5100 0.0 0.0 0.0 0.00
H 3.7313 0.8744 3.7889 0.0 0.0 0.0 0.00
H 2.3970 -1.1145 -1.9421 0.0 0.0 0.0 0.00
H 2.0797 1.5130 3.8774 0.0 0.0 0.0 0.00
H 1.9001 -3.0858 -2.4997 0.0 0.0 0.0 0.00
H 3.3341 2.3806 2.9776 0.0 0.0 0.0 0.00
H -1.5318 4.1971 2.6730 0.0 0.0 0.0 0.00
H -2.4764 -2.3197 2.7923 0.0 0.0 -0.1 0.00
H 0.5343 2.3555 -4.6130 0.0 0.0 0.0 0.00
H -3.3752 1.9572 -1.9321 0.0 0.0 0.0 0.00
H 2.6569 -3.2927 0.6447 0.0 -0.1 0.0 0.00
H 3.9667 -0.4192 -1.5800 0.0 0.0 0.0 0.00
H -2.6557 -0.7331 2.0519 0.0 0.0 0.0 0.00
H 2.3940 4.4555 0.7151 0.0 0.0 0.0 0.00
H -2.8912 0.2598 -1.9294 0.0 0.0 0.0 0.00
H -1.3950 -2.8394 -3.4887 0.0 0.0 0.0 0.00
H 1.4822 -2.3304 2.6032 0.0 0.0 0.0 0.01
H -1.0632 2.8112 3.6739 0.0 0.0 0.0 0.00
H 4.5220 -0.2841 1.3360 -0.1 0.0 0.0 0.00
H -2.8870 -2.9714 -2.5890 0.0 0.0 0.0 0.00
H 1.6823 -4.7336 0.6605 0.0 0.0 0.0 0.00
H -2.3289 -1.4016 -3.1358 0.0 0.0 0.1 0.00
H 2.3217 -4.1685 -0.8726 0.0 0.0 0.0 0.00
H 1.7678 5.5672 -0.5116 0.0 0.0 0.0 0.00
H 0.4636 -3.9776 -2.9672 0.0 0.0 0.0 0.00
H 1.3394 4.3031 -2.8350 0.0 -0.1 0.1 0.00
H -3.8409 -1.5546 -1.2068 0.0 0.0 0.0 0.00
H -0.0720 -2.8207 3.2903 0.0 0.0 0.0 0.00
H -0.6370 1.2570 -3.8955 0.0 0.0 0.0 0.00
H -2.7673 3.2691 3.5067 0.0 0.0 0.0 0.00
H 3.6332 -2.0672 -1.0925 0.0 0.0 0.0 0.00
H -4.0090 2.6951 1.0282 0.1 0.0 0.0 0.00
H -1.2075 -1.1118 2.9792 0.0 0.0 0.0 0.00

=====

94
Properties=species:S:1:pos:R:3:forces:R:3:mulliken_charge:R:1 method="wB97M-V/def2-TZVPD" multiplicity=1 homo_lumo_gap_ev=8.503 e_homo_ev=-9.31
Br 5.9585 -6.0222 0.5913 -0.3 0.8 -1.9 -0.04
Br 7.4332 -4.9925 2.8636 1.2 1.7 0.4 -0.18
S 7.4331 -5.1808 -3.4657 -0.5 0.3 0.8 -0.34
P 5.8237 -4.5536 -2.5043 1.2 -1.1 -1.8 0.27
F 1.3279 -2.1662 -0.6300 0.8 -2.7 2.8 -0.13
F 0.2839 -5.5129 0.5584 0.5 2.9 -2.5 -0.20
F 2.9277 -4.8667 1.4102 -0.2 2.4 -2.7 -0.31
F 3.0899 -4.6575 -0.8568 0.1 2.1 2.3 -0.26
F -0.9247 -3.6404 0.0862 3.2 -1.8 -0.8 -0.26
F 1.0032 -2.8632 1.6215 1.9 -0.8 -3.5 -0.28
F 4.7670 -3.3280 1.9133 -1.1 1.0 -3.6 -0.24
F 3.5296 -1.6287 1.0916 1.2 -2.8 -1.2 -0.34
F 0.3302 -4.5042 -1.6068 0.4 -0.1 4.0 -0.21
O 8.9905 1.9499 1.6423 -0.6 -0.2 0.2 -0.33
O -7.5923 1.0195 -1.9058 -0.6 -0.1 0.2 -0.29
O -10.1731 3.4193 5.0412 0.0 -0.3 -0.4 -0.33
O -9.3762 1.6614 4.0340 -0.5 0.4 0.2 -0.34
O -1.8469 0.7685 -3.4059 -0.3 0.6 0.1 -0.33
O -9.6195 1.5187 -1.2881 0.4 -0.3 -0.2 -0.24
O -3.2624 2.1887 -2.5575 0.4 -0.1 -0.2 -0.18
O 7.3391 3.4276 2.1649 0.2 -0.7 0.0 -0.55
O -1.0498 2.7168 -2.5386 -0.6 -0.3 -0.2 -0.57
O 7.4791 1.3554 3.0928 0.1 0.2 -0.4 -0.28
O -9.3322 0.2939 -3.1834 0.2 0.3 0.6 -0.56
O -10.6858 3.0978 2.8481 0.2 -0.2 0.6 -0.56
N 8.2843 -1.7056 -2.0458 -4.8 -4.4 2.2 -0.54
N 3.5749 -1.5203 -2.6147 3.5 -2.0 4.6 -0.56
C -8.1966 1.4734 1.9141 0.0 0.3 0.0 -0.92
C -10.1402 2.7558 3.8721 0.2 -0.1 -0.2 0.76
C -6.6647 0.4237 -2.8222 0.5 -0.1 -0.5 -0.22
C 4.2555 -1.9135 -1.7025 -1.7 0.7 -2.1 -0.31
C 6.2983 -3.4436 -0.9816 1.1 0.6 -1.0 0.76
C 7.7734 -2.2686 1.5985 0.8 0.7 0.6 -0.97
C -1.9603 1.9705 -2.8140 0.2 -0.2 0.1 0.67
C -10.8721 4.6607 4.9793 -0.2 0.4 0.1 -0.62
C 7.8772 2.3515 2.2812 0.3 0.3 0.0 0.72
C 5.1636 -2.4705 -0.4693 -0.6 2.1 -0.8 0.28
C 6.3586 1.6906 3.9100 -0.4 0.0 0.3 -0.71
C -9.2010 0.8506 2.8652 0.2 -0.3 -0.6 -0.25
C 7.0603 -4.4163 0.0192 1.4 -0.9 -0.5 -1.15
C 1.4705 -3.2591 0.3107 -2.1 1.0 -0.1 0.45
C 7.4399 -2.4896 -1.6590 2.5 2.7 -0.6 -0.08
C 2.9544 -3.8883 0.3344 -0.9 -2.6 1.4 0.47
C -0.5102 0.3553 -3.7177 0.7 -0.3 0.0 -0.43
C 10.3410 3.9708 1.5287 -0.1 0.1 0.3 -1.11
C -6.5101 1.2740 -4.0694 -0.3 0.2 -0.1 -1.10
C -3.5133 3.3922 -1.8341 -0.2 0.4 0.2 -0.71
C 4.1529 -2.8855 0.6765 -0.1 1.5 2.5 0.73
C 9.5771 2.9118 0.7561 0.4 0.5 -0.3 -0.20
C 0.2145 -0.1306 -2.4768 -0.1 0.1 0.2 -0.64
C 0.3254 -4.3181 -0.1950 -2.7 0.4 0.0 0.50
C 7.8653 -3.8163 1.2697 1.0 0.2 0.1 0.12
C -11.0200 1.5320 -1.5579 -0.5 0.1 0.1 -0.69
C -8.8926 0.8773 -2.2198 0.2 0.1 -0.2 0.68
H 5.5251 2.0623 3.3098 0.2 0.1 0.1 0.32
H -11.5255 1.9520 -0.6865 0.3 0.0 0.0 0.19
H -10.1618 0.6663 2.3754 0.1 0.2 0.1 0.28
H 8.8155 3.3545 0.1076 0.0 -0.1 0.2 0.31
H 8.3290 -1.6290 0.8044 -0.9 -1.3 1.1 0.27
H 6.6529 2.4286 4.6596 -0.1 0.0 -0.2 0.32
H -11.2263 2.1705 -2.4200 0.0 -0.2 0.0 0.30
H 10.8598 4.6476 0.8461 0.0 -0.1 0.0 0.36
H -8.5585 2.4265 1.5215 -0.1 -0.2 0.0 0.30
H -10.9567 5.0493 5.9955 0.2 -0.3 -0.1 0.22
H 6.0352 0.7840 4.4244 0.3 0.0 -0.2 0.23
H -3.0625 4.2554 -2.3288 0.1 -0.2 0.1 0.33
H 0.0366 1.1608 -4.2165 -0.2 0.0 0.2 0.33
H -6.9637 -0.6003 -3.0647 -0.2 0.2 0.0 0.34
H -7.4440 1.3249 -4.6344 0.1 -0.1 0.1 0.41
H 5.6927 -1.5014 -0.0967 -1.1 -1.8 -0.4 0.65
H -10.3052 5.3768 4.3798 -0.2 -0.1 -0.1 0.29
H 9.6724 4.5643 2.1569 0.0 0.0 -0.2 0.30
H 11.0736 3.5067 2.1950 0.0 0.0 -0.2 0.29
H -3.1407 3.2958 -0.8117 0.1 0.1 -0.1 0.32
H 8.3600 -2.0819 2.5845 -1.1 -0.4 -1.7 0.42
H 7.8612 -4.9437 -0.6465 -1.6 1.0 1.0 0.60
H -7.2550 1.6802 2.4308 -0.1 -0.2 0.0 0.35
H 8.9971 -4.0358 1.1130 -2.2 0.3 0.1 0.50
H 5.0683 -3.8304 -3.4880 -0.1 0.1 1.2 0.14
H -11.8785 4.5312 4.5749 0.2 0.0 -0.1 0.29
H 10.2697 2.3634 0.1122 -0.2 -0.2 0.2 0.31
H -5.7039 0.3645 -2.3039 -0.3 0.1 0.2 0.30
H -6.2438 2.3010 -3.8039 0.1 -0.1 0.0 0.22
H -5.7369 0.8642 -4.7230 0.0 0.0 0.1 0.33
H 5.0422 -5.6903 -2.1273 0.0 1.0 0.3 0.13
H -8.8234 -0.1163 3.2080 -0.1 0.2 0.3 0.30
H 0.3503 0.6774 -1.7536 0.0 0.0 -0.2 0.34
H -0.5950 -0.4674 -4.4326 -0.3 0.2 0.1 0.33
H -11.4029 0.5228 -1.7254 0.1 0.1 -0.1 0.33
H -8.0004 0.8086 1.0700 0.0 0.1 0.1 0.21
H -0.3638 -0.9113 -1.9751 0.0 0.0 -0.2 0.26
H 1.1985 -0.5274 -2.7349 -0.1 0.0 0.0 0.13
H -4.5938 3.5421 -1.7965 0.1 -0.3 -0.1 0.18
H 6.7427 -1.8112 1.7484 1.2 -1.0 -0.1 0.07

=====

- Which value of multiplicity does entry 2 give?
  1

=====

- Which of these has the highest multiplicity?
  C27H40BN6Re